Entry 1:
Formula: C9H13Br2NPtTe
Source: the Open Molecules 2025 dataset
Level of theory: the ωB97M-V functional and the def2-TZVPD basis

Last column: natural (NBO) charge in e.
Geometry (Å):
Pt -0.20359 0.11416 0.07379  0.49
Br 0.39090 2.24855 1.20244  0.17
C -0.22430 3.55292 -0.15883  -0.50
Br 0.01815 2.85704 -1.90838  0.14
H 0.39811 4.42521 0.00053  0.26
H -1.27181 3.72842 0.05001  0.26
N -1.23747 -1.13485 -0.79899  -0.41
C -1.50255 -2.11029 -1.59330  0.04
C -2.72825 -2.01784 -2.36613  0.00
C -3.05468 -3.00393 -3.25044  -0.25
C -2.22592 -4.12996 -3.34494  0.06
C -1.05214 -4.28833 -2.57483  -0.23
C -0.68207 -3.29891 -1.72193  -0.07
H -3.33823 -1.13462 -2.22806  0.26
H -3.94734 -2.93701 -3.85610  0.27
H -2.50192 -4.92197 -4.03189  0.26
H -0.46875 -5.19311 -2.67201  0.26
H 0.19967 -3.38842 -1.10081  0.23
C 3.25023 0.41087 1.35574  -0.87
Te 1.87824 -1.11079 0.81970  0.98
C 2.73017 -1.42377 -1.09881  -0.87
H 3.30830 1.13334 0.54721  0.25
H 4.21171 -0.07262 1.51917  0.27
H 2.91383 0.87280 2.27979  0.26
H 3.61684 -2.03939 -0.96164  0.26
H 2.98890 -0.46062 -1.52935  0.26
H 2.00721 -1.93843 -1.72420  0.24

Results
- Total energy: -5940.15768 Ha
- Net charge: +2
- HOMO-LUMO gap: 6.744 eV
- Largest force on an atom: 1.2 eV Å⁻¹
- Energy relative to the best compared isomer or geometry (same formula, charge and spin): 64.6 kJ/mol

---

Entry 2:
Formula: C43H44AsFeNOP2S2
Source: the Open Molecules 2025 dataset
Level of theory: the ωB97M-V functional and the def2-TZVPD basis

Last column: Mulliken spin population.
Geometry (Å):
Fe -0.71742 0.90899 0.59994  1.18
S -2.02143 -1.63418 2.81977  0.00
P -0.98564 -2.18148 1.22383  0.03
C -0.96051 -1.01735 -0.04257  -0.01
P -0.03582 -0.92720 -1.46915  -0.02
S 1.30814 0.58620 -1.42526  0.00
C 0.77995 -2.46412 -2.06631  0.00
C 0.04760 -3.64464 -2.12937  0.00
C 0.64140 -4.81597 -2.57526  0.00
C 1.97026 -4.81190 -2.97798  0.00
C 2.69896 -3.63144 -2.93852  0.00
C 2.10540 -2.46126 -2.48458  0.00
C -1.14743 -0.72880 -2.92620  0.00
C -0.73684 -0.08236 -4.08613  0.00
C -1.59086 0.00951 -5.17564  0.00
C -2.85889 -0.56134 -5.12084  0.00
C -3.26571 -1.22194 -3.96839  0.00
C -2.41405 -1.29712 -2.87207  0.00
C -1.78608 -3.74870 0.65822  0.00
C -1.12915 -4.96712 0.53459  0.00
C -1.79671 -6.08925 0.05175  0.00
C -3.12641 -5.99928 -0.32643  0.00
C -3.79296 -4.78244 -0.20562  0.00
C -3.12931 -3.67268 0.28771  0.00
C 0.63695 -2.83332 1.81414  -0.01
C 0.69631 -3.48377 3.04599  0.00
C 1.89410 -4.00303 3.51306  0.00
C 3.05390 -3.87699 2.75665  0.00
C 3.00599 -3.22244 1.53553  0.00
C 1.80339 -2.70297 1.07406  0.00
H -0.99085 -3.65081 -1.82675  0.00
H 0.06329 -5.73163 -2.60085  0.00
H 2.43638 -5.72730 -3.32198  0.00
H 3.73526 -3.62236 -3.25452  0.00
H 2.66924 -1.53677 -2.42861  0.00
H 0.24493 0.37586 -4.11217  0.00
H -1.27020 0.52899 -6.07080  0.00
H -3.52375 -0.49476 -5.97379  0.00
H -4.25058 -1.67198 -3.91919  0.00
H -2.73189 -1.76882 -1.94700  0.00
H -0.08440 -5.04284 0.80923  0.00
H -1.27040 -7.03278 -0.03510  0.00
H -3.64536 -6.87042 -0.70801  0.00
H -4.83572 -4.70608 -0.49093  0.00
H -3.64471 -2.72573 0.40686  0.00
H -0.20705 -3.55355 3.63915  0.00
H 1.92571 -4.49827 4.47629  0.00
H 3.99134 -4.27608 3.12570  0.00
H 3.90552 -3.10074 0.94366  0.00
H 1.79060 -2.15701 0.14074  0.00
N -3.77929 1.68535 -2.18742  0.00
C -2.88066 1.70940 -1.17056  0.00
O -1.69710 1.47385 -1.38228  0.00
C -3.35786 2.11871 0.19645  0.02
C -2.46468 1.54478 1.30061  -0.07
H -3.47846 1.24899 -3.04787  0.00
H -4.75895 1.65154 -1.96909  0.00
H -4.41396 1.85117 0.31702  0.00
H -3.31926 3.21649 0.18127  0.00
H -2.91501 0.64086 1.71349  -0.02
H -2.40432 2.26125 2.12438  -0.01
C 2.16999 0.83554 4.41887  0.01
C 0.87011 1.30531 4.54724  -0.01
C 0.00410 1.28634 3.45832  -0.03
C 0.40931 0.81388 2.20723  -0.04
C 1.72457 0.34828 2.10252  -0.03
C 2.59222 0.34691 3.18911  -0.01
H 2.84101 0.83851 5.27030  0.00
H 0.52083 1.67057 5.50758  0.00
H -1.01811 1.61569 3.60223  0.00
H 2.08390 -0.00801 1.14593  -0.01
H 3.59917 -0.04047 3.07423  0.00
C -0.70683 4.50462 1.70933  0.00
As 0.06810 3.20200 0.48702  0.02
C -0.13896 4.17013 -1.18532  0.00
C 1.97990 3.43526 0.88276  0.00
C 2.49848 4.82631 0.72876  0.00
C 2.99561 5.27344 -0.49534  0.00
C 3.46147 6.57086 -0.64762  0.00
C 3.44046 7.45133 0.42590  0.00
C 2.95585 7.01752 1.65217  0.00
C 2.49100 5.71866 1.80038  0.00
H -0.20231 5.46652 1.62139  0.00
H -0.61514 4.12342 2.72613  0.00
H -1.76328 4.62620 1.47005  0.00
H 0.34367 5.14562 -1.13292  0.00
H -1.20349 4.29329 -1.38355  0.00
H 0.29107 3.56642 -1.98410  0.00
H 2.48847 2.73549 0.21801  0.00
H 2.09810 3.06128 1.90093  0.00
H 3.01613 4.58705 -1.33451  0.00
H 3.84533 6.89508 -1.60713  0.00
H 3.80528 8.46401 0.30941  0.00
H 2.94446 7.69254 2.49922  0.00
H 2.12457 5.37948 2.76265  0.00

Results
- Total energy: -6773.59351 Ha
- Net charge: -1
- HOMO-LUMO gap (alpha / beta): 6.557 / 6.539 eV
- Spin multiplicity: 2
- Largest force on an atom: 1.1 eV Å⁻¹
- Energy relative to the best compared isomer or geometry (same formula, charge and spin): 61.9 kJ/mol

---

Entry 3:
Formula: C3H3N3O2
Source: the Open Molecules 2025 dataset
Level of theory: the ωB97M-V functional and the def2-TZVPD basis

Last column: natural (NBO) charge in e.
Geometry (Å):
C 2.46180 -0.02986 -0.07775  -0.40
C 1.55334 -0.89166 0.14577  -0.03
N 0.19496 -0.46674 0.01851  -0.30
N -0.78112 -1.38094 -0.07753  0.00
N -1.89512 -0.80421 -0.11147  0.12
O -1.63312 0.56447 0.10505  -0.34
C -0.29071 0.83154 0.07532  0.83
O 0.11266 1.96734 -0.04185  -0.56
H 3.51324 -0.08675 -0.11511  0.23
H 2.00009 0.93648 -0.29493  0.23
H 1.67275 -2.00101 0.23781  0.23

Results
- Total energy: -430.76641 Ha
- Net charge: 0
- HOMO-LUMO gap: 10.716 eV
- SMILES: C=Cn1nnoc1=O
- Largest force on an atom: 4.2 eV Å⁻¹
- Energy relative to the best compared isomer or geometry (same formula, charge and spin): 405.8 kJ/mol

---

Entry 4:
Formula: C3H5N3O
Source: the Open Molecules 2025 dataset
Level of theory: the ωB97M-V functional and the def2-TZVPD basis

Last column: natural (NBO) charge in e.
Geometry (Å):
C 1.64361 -0.63106 0.10846  -0.60
C 0.51574 0.45427 -0.05378  0.09
C -0.83394 0.27461 -0.15618  0.17
H 1.54892 -1.03417 0.99677  0.21
H 1.13256 -1.42464 -0.68359  0.20
H 2.61799 -0.33028 -0.43341  0.26
H -1.32350 -1.94841 0.54326  0.40
H -2.86554 -0.41858 -0.64132  0.45
N 0.96055 1.66278 0.00533  -0.13
N -1.21868 1.58089 0.11765  -0.07
N -1.92689 -0.62429 0.11430  -0.84
O -0.25081 2.43888 0.08251  -0.12

Results
- Total energy: -356.54783 Ha
- Net charge: 0
- HOMO-LUMO gap: 8.566 eV
- Largest force on an atom: 9.5 eV Å⁻¹
- Energy relative to the best compared isomer or geometry (same formula, charge and spin): 812.7 kJ/mol

---

Entry 5:
Formula: C5H7NO
Source: the Open Molecules 2025 dataset
Level of theory: the ωB97M-V functional and the def2-TZVPD basis

Last column: natural (NBO) charge in e.
Geometry (Å):
C 1.38616 -0.24212 1.00334  -0.61
C -0.19714 0.32567 0.68525  0.00
N -1.69235 0.46602 0.86448  -0.54
C -1.15233 -0.60017 0.02413  -0.11
C -0.46079 -0.24873 -1.31704  -0.53
C 0.29638 0.86574 -0.57438  0.58
O 0.98930 1.81691 -0.83400  -0.54
H 2.11387 -0.26399 0.13092  0.24
H 1.28513 -1.27668 1.29922  0.22
H 1.87650 0.40157 1.72003  0.24
H -2.16349 1.25381 0.38197  0.37
H -1.38085 -1.60255 0.39670  0.21
H -1.02895 0.21103 -2.10768  0.22
H 0.12856 -1.10652 -1.67295  0.24

Results
- Total energy: -324.54261 Ha
- Net charge: 0
- HOMO-LUMO gap: 9.411 eV
- SMILES: C[C@]12N[C@H]1CC2=O
- Largest force on an atom: 2.4 eV Å⁻¹
- Energy relative to the best compared isomer or geometry (same formula, charge and spin): 477.5 kJ/mol